# 1
The following is a DFT calculation (ωB97M-V/def2-TZVPD) of a structure of composition C2H6N4O in a non-equilibrium geometry.

XYZ file:
```
13
Properties=species:S:1:pos:R:3:forces:R:3
C 1.4204 -0.3531 -0.0906 2.37 -0.50 -0.85
C 0.2939 -1.2213 0.3399 1.06 -1.35 2.01
H -0.7964 1.4986 0.0560 -0.67 1.01 0.61
H -0.2759 0.7696 1.4466 1.84 3.53 -2.98
H 1.6290 1.5878 -0.7490 0.67 0.95 0.21
H 0.5378 -1.9139 1.0966 1.44 -1.03 0.53
H -2.6700 -0.5797 -0.3001 3.86 1.39 -2.18
H -1.1931 0.0677 -1.5657 -1.16 -2.07 3.71
N 0.0657 1.6920 0.5768 -2.27 -3.96 2.56
N 0.8990 1.0373 -0.3623 3.26 -4.35 -0.12
N -0.9672 -1.3181 0.2619 0.17 2.56 -2.37
N -1.5529 -0.3526 -0.5381 -4.75 -0.09 -1.07
O 2.6096 -0.9142 -0.1720 -5.82 3.91 -0.06
```
Forces are in eV/Å.

Summary:
electronic energy: -10173.4726 eV
LUMO energy: -0.25 eV
relative energy (zero: lowest compared OMol25 entry of this formula, charge and spin): 6.589 eV

The Löwdin scheme yields these atomic charges, measured in e: atom 1 (C): -0.295, atom 2 (C): -0.182, atom 3 (H): 0.009, atom 4 (H): 0.213, atom 5 (H): 0.100, atom 6 (H): 0.095, atom 7 (H): 0.168, atom 8 (H): 0.189, atom 9 (N): -0.026, atom 10 (N): -0.101, atom 11 (N): -0.047, atom 12 (N): -0.113, atom 13 (O): -0.009

# 2
The following is a DFT calculation (ωB97M-V/def2-TZVPD) of an isolated molecule of C2H6N4O in a non-equilibrium geometry.

XYZ file:
```
13
Properties=species:S:1:pos:R:3:forces:R:3
H 0.0979 2.5644 -0.9404 -0.24 -0.34 -0.27
N 0.8052 1.8827 -0.6856 0.07 0.51 0.50
C 0.4112 0.8915 -0.0527 3.96 -1.92 0.27
N 1.6372 0.1019 0.8231 -0.95 1.79 0.70
N 2.3291 -0.7600 0.3438 -0.26 -0.51 -1.79
H 3.0973 -1.0706 0.9754 -0.57 0.54 0.25
N -0.6891 0.2609 0.3112 -4.36 1.95 -1.24
C -0.8906 -1.1620 0.2180 -0.18 -0.19 -0.23
O -1.9406 1.0900 -0.3496 2.15 -1.72 1.61
H -0.0903 -1.6653 0.7658 -0.18 0.14 -0.05
H -1.8506 -1.3929 0.6750 0.09 -0.01 0.02
H -0.8815 -1.5158 -0.8190 0.03 0.00 0.05
H -2.0353 0.7751 -1.2650 0.43 -0.24 0.17
```
Forces are in eV/Å.

Summary:
SMILES string: [H]/N=C(/N=N/[H])N(C)O
electronic energy: -10174.1730 eV
LUMO energy: 0.33 eV
relative energy (zero: lowest compared OMol25 entry of this formula, charge and spin): 5.889 eV

The Löwdin scheme yields these atomic charges, measured in e: atom 1 (H): 0.057, atom 2 (N): 0.147, atom 3 (C): -0.450, atom 4 (N): -0.004, atom 5 (N): 0.022, atom 6 (H): 0.071, atom 7 (N): -0.072, atom 8 (C): -0.065, atom 9 (O): -0.042, atom 10 (H): 0.077, atom 11 (H): 0.091, atom 12 (H): 0.093, atom 13 (H): 0.074

# 3
The following is a DFT calculation (ωB97M-V/def2-TZVPD) of an isolated molecule of C2H6N4O in a non-equilibrium geometry.

XYZ file:
```
13
Properties=species:S:1:pos:R:3:forces:R:3
C 2.0031 0.6946 -0.1328 0.71 1.01 1.09
C -2.3615 -0.6822 -0.0491 3.23 -0.54 0.49
N 2.0784 -0.7560 0.0954 0.42 -2.00 -0.20
N 1.1264 -1.4199 -0.0139 -0.10 -0.07 -0.07
N 0.6439 1.0599 0.0575 -0.23 1.75 1.98
N -0.2988 0.2896 -0.4887 0.21 -1.21 -0.82
O -1.2963 0.1555 0.4728 0.58 0.88 -0.43
H 2.8695 1.1258 0.4808 -2.11 0.03 -0.11
H 2.3141 0.9352 -1.1018 0.34 -0.30 -1.85
H -3.1624 -0.2809 0.5142 -1.38 -0.37 0.10
H -1.9522 -1.6895 0.2539 -1.44 0.54 -0.60
H -2.3652 -0.5477 -1.1337 -0.53 -0.14 0.23
H 0.4010 1.1157 1.0454 0.30 0.41 0.19
```
Forces are in eV/Å.

Summary:
electronic energy: -10173.5994 eV
LUMO energy (alpha / beta): 1.04 / 0.85 eV
relative energy (zero: lowest compared OMol25 entry of this formula, charge and spin): 6.462 eV

The Löwdin scheme yields these atomic charges, measured in e: atom 1 (C): -0.225, atom 2 (C): -0.053, atom 3 (N): -0.088, atom 4 (N): 0.120, atom 5 (N): -0.075, atom 6 (N): -0.050, atom 7 (O): -0.235, atom 8 (H): 0.143, atom 9 (H): 0.088, atom 10 (H): 0.069, atom 11 (H): 0.099, atom 12 (H): 0.080, atom 13 (H): 0.128